Below is a cluster of 2 separate species, C20H35N2O6PS2 in total in a non-equilibrium geometry, with properties calculated with the ωB97M-V functional and the def2-TZVPD basis.

Structure (XYZ):
```
66
Properties=species:S:1:pos:R:3:forces:R:3
O 0.63775 -4.95391 5.32170 0.06 0.04 -0.37
O 3.31586 -3.80902 2.19506 -0.22 0.32 0.28
O 0.22734 9.11310 -0.78936 0.12 0.58 0.83
S -2.22947 2.69036 -3.37655 0.45 -0.53 0.90
O -0.99103 2.74171 -0.67680 0.22 -2.56 -0.77
O 0.07272 1.02197 -2.42434 -1.85 0.69 1.89
O -2.36732 0.54575 -1.40137 2.53 1.30 0.40
C 0.76016 -3.79416 4.94844 -0.12 -1.02 1.57
C 2.45890 -4.68067 2.15546 0.36 1.49 0.26
C 0.35028 4.26747 -2.09911 -0.03 -0.06 0.18
C -0.73767 4.98462 -0.07426 0.09 0.08 -0.24
C 0.77403 5.57989 -2.33396 -0.32 -0.14 0.63
C -0.31508 6.29632 -0.30396 0.19 0.12 -0.30
C -0.44539 3.96223 -0.97798 0.71 2.04 -0.20
C 0.42591 6.60835 -1.45099 -0.21 -0.56 -0.56
N 2.80656 -5.89377 1.71500 -0.37 -1.43 -0.45
N 0.87846 -3.44028 3.66938 0.32 0.05 -1.79
S 0.95234 8.32228 -1.80257 -0.66 -0.22 0.05
C 0.77446 -2.67023 5.95737 -0.02 -0.05 -0.13
C 1.97084 -7.09135 1.62999 0.02 0.39 0.28
C 0.01032 8.71237 -3.30573 -0.18 -0.76 -0.46
C 1.20227 -0.35743 -4.03038 0.03 0.11 0.39
C -4.30685 -0.08975 -0.14942 0.20 -0.05 -0.21
C 1.35361 -1.79344 0.69221 -0.15 -0.12 0.56
C -0.85644 -2.33478 -0.24615 -0.14 0.01 0.50
C 0.01650 0.56079 -3.77725 0.42 -0.89 -1.31
C -3.32246 1.03050 -0.45315 -1.25 -0.13 0.95
C 0.01676 -2.46686 1.00076 0.34 -0.25 -0.63
C 0.11606 -3.96462 1.36090 0.08 0.37 0.19
C 0.99431 -4.39088 2.55759 -0.11 -0.24 0.28
P -1.33248 1.71097 -1.91356 -1.19 0.94 -2.66
H 0.63948 3.50386 -2.81179 -0.12 0.03 0.14
H -1.32863 4.75412 0.80602 0.04 0.01 -0.10
H 1.37063 5.80031 -3.21407 -0.04 -0.12 0.05
H -0.57899 7.07759 0.40427 0.08 -0.04 -0.21
H 3.78047 -5.98162 1.46793 -0.07 0.15 0.05
H 1.03868 -2.46770 3.46557 0.12 -0.06 -0.06
H 1.73067 -2.15309 5.90381 0.00 0.18 0.04
H -0.03625 -1.97890 5.73796 0.02 0.22 0.06
H 0.63996 -3.08820 6.95402 0.01 0.02 -0.16
H 1.09420 -6.90443 1.00802 0.00 -0.12 0.00
H 2.54482 -7.90864 1.19072 -0.04 0.19 0.03
H 1.64867 -7.39065 2.62980 -0.08 -0.13 -0.09
H 0.11473 9.77457 -3.54213 0.27 -0.15 0.34
H -1.04830 8.49021 -3.14693 0.17 -0.01 0.19
H 0.37366 8.12167 -4.14985 0.03 0.02 0.02
H 2.13890 0.19071 -3.89403 -0.06 -0.12 -0.01
H 1.18276 -1.20102 -3.33439 0.06 0.07 -0.09
H 1.17086 -0.74589 -5.05228 -0.07 0.11 0.12
H -3.78304 -0.94363 0.28928 -0.09 0.07 -0.06
H -5.06704 0.25496 0.55718 0.12 0.02 -0.09
H -4.80534 -0.41469 -1.06749 0.05 0.03 0.14
H 1.88484 -2.35123 -0.07925 0.14 0.04 0.01
H 1.96866 -1.74955 1.58892 0.33 -0.04 -0.15
H 1.18781 -0.77162 0.34933 0.00 0.00 -0.09
H -0.40774 -2.87358 -1.08099 -0.02 -0.05 -0.07
H -1.85270 -2.73073 -0.05114 -0.13 -0.05 -0.20
H -0.94285 -1.28578 -0.51481 -0.11 0.03 -0.14
H -0.91100 0.00602 -3.96368 0.08 0.25 0.12
H 0.05788 1.40479 -4.47444 -0.18 -0.01 0.32
H -2.82618 1.33429 0.47538 0.09 -0.02 -0.23
H -3.86537 1.89562 -0.85243 0.26 -0.08 -0.14
H -0.46442 -1.92751 1.81747 -0.11 -0.02 0.13
H -0.89729 -4.30460 1.57940 -0.07 -0.05 -0.04
H 0.45157 -4.51490 0.48084 0.04 -0.04 -0.14
H 0.58465 -5.33834 2.90686 -0.04 0.11 0.28
```
Forces are in eV/Å.

Output
highest occupied orbital energy = -8.717 eV
total charge = 0
max |F| = 0.060 Eh/bohr
frontier orbital gap = 9.190 eV
calculated total energy = -2481.83618 Eh
LUMO level = 0.5 eV

Here are the natural (NBO) charges for atoms 1 to 4, given in e: -0.64, -0.64, -0.99, -0.65

***

Below is a structure of composition C20H35N7O2PPdS2Se4Te in a non-equilibrium geometry, with properties calculated with the ωB97M-V functional and the def2-TZVPD basis.

Structure (XYZ):
```
73
Properties=species:S:1:pos:R:3:forces:R:3
Pd 0.14401 0.14763 0.22723 0.29 -0.35 -0.50
Se 1.31199 -1.76160 -1.58321 -0.01 0.93 -0.12
Se 2.46415 -0.32406 -2.81011 -1.01 0.07 -0.33
Se 0.81542 1.25899 -3.63630 1.19 -0.38 0.31
Se -0.77353 1.26923 -2.08565 -0.45 -0.60 0.22
C 2.06981 -3.28752 1.60347 -0.21 0.16 -0.17
Te 2.14193 -1.11158 1.70868 -0.68 -0.61 -0.18
C 1.12715 -1.17394 3.58739 0.16 0.11 0.06
H 2.75332 -3.65790 2.36725 0.03 0.14 0.03
H 2.41381 -3.63289 0.63039 0.01 0.07 0.00
H 1.07829 -3.68824 1.79977 0.16 0.06 0.07
H 0.96592 -2.21474 3.85553 0.00 -0.02 -0.06
H 0.18295 -0.64028 3.52665 0.03 0.02 -0.09
H 1.75509 -0.69763 4.33189 0.06 0.03 0.10
O 4.10895 0.81541 3.89286 0.13 0.04 -0.04
S 3.06863 1.78120 3.70402 -0.12 0.27 -0.04
O 2.13052 1.98342 4.76905 -0.11 0.03 -0.08
N 2.25723 1.37285 2.29441 0.10 0.69 0.73
C 2.43503 2.26550 1.36483 -0.24 -0.42 0.29
S 1.79041 2.05913 -0.18508 -0.86 -0.73 0.09
C 3.18640 3.46665 1.78400 0.21 0.34 0.04
C 3.38341 4.64237 1.07832 0.00 -0.11 0.05
C 4.02224 5.69322 1.72496 0.02 0.03 -0.09
C 4.45571 5.57072 3.03988 0.00 -0.05 0.04
C 4.26633 4.38758 3.74876 0.09 -0.05 0.06
C 3.63276 3.35647 3.09417 -0.21 -0.28 -0.18
H 3.02539 4.73239 0.06107 0.02 0.05 0.00
H 4.17832 6.62528 1.19858 0.00 0.00 0.01
H 4.93309 6.41151 3.52442 0.04 -0.02 -0.01
H 4.60086 4.27852 4.77154 -0.03 0.05 0.01
C -3.21505 -4.01807 1.43110 0.05 0.10 -0.05
N -2.43037 -4.18261 0.21245 -0.07 -0.31 -0.06
C -3.25654 -3.85496 -0.94407 0.04 0.19 0.11
N -3.79249 -2.49881 -0.86424 -0.25 -0.10 -0.13
C -4.55234 -2.35557 0.37371 0.09 0.01 -0.04
N -3.76835 -2.67153 1.56593 -0.10 -0.10 0.06
C -2.74283 -1.68310 1.83328 0.33 0.30 0.12
P -1.52811 -1.58321 0.42046 0.22 0.22 -0.55
C -1.19990 -3.42114 0.24237 0.29 0.33 0.16
C -2.75560 -1.49589 -0.99272 0.23 0.16 0.12
H -2.58637 -4.23857 2.29559 -0.03 -0.01 0.02
H -4.04132 -4.72946 1.40679 0.01 0.01 0.00
H -4.09321 -4.55337 -0.98362 0.02 -0.01 0.00
H -2.66513 -3.95727 -1.85521 -0.02 -0.02 0.00
H -5.40125 -3.03946 0.33310 0.00 0.02 0.01
H -4.92786 -1.33283 0.44870 -0.02 -0.01 0.02
H -2.20417 -1.94953 2.74615 -0.01 0.04 0.01
H -3.19627 -0.70148 1.98370 0.07 0.01 -0.01
H -0.58390 -3.76094 1.07573 -0.11 0.01 -0.11
H -0.64482 -3.58311 -0.68431 0.02 -0.05 0.05
H -2.20014 -1.64375 -1.92110 0.00 0.06 0.00
H -3.21704 -0.50750 -1.04111 0.04 -0.04 -0.05
C -2.56981 4.43120 2.59903 -0.02 0.11 -0.02
N -2.18097 3.05443 2.33293 0.01 -0.09 -0.29
C -1.00590 2.65297 3.06045 0.30 -0.17 0.10
C -2.61059 2.38693 1.23566 -0.37 -0.22 -0.07
N -1.96902 1.40504 0.64331 0.65 0.17 0.50
N -3.84692 2.77852 0.77313 -0.06 0.17 -0.11
C -4.23592 2.49614 -0.59307 -0.01 0.03 0.02
C -4.96066 2.97111 1.69090 -0.07 0.01 -0.02
H -1.67649 5.06118 2.59262 -0.01 -0.03 0.00
H -3.03720 4.51907 3.58171 -0.03 0.01 -0.02
H -3.24909 4.79684 1.83684 0.01 0.01 0.04
H -1.19586 2.65409 4.13343 -0.06 0.04 0.05
H -0.19660 3.35609 2.86300 0.21 -0.05 -0.01
H -0.69454 1.66150 2.76422 0.10 -0.19 -0.08
H -2.58131 1.00522 -0.05367 -0.02 -0.03 0.08
H -3.36370 2.48438 -1.24523 -0.04 0.07 0.00
H -4.90074 3.28979 -0.93491 -0.04 -0.05 -0.03
H -4.77159 1.54223 -0.68855 -0.01 -0.02 -0.01
H -4.62940 2.87871 2.72101 0.01 0.01 -0.01
H -5.72384 2.20768 1.51050 0.01 0.00 -0.01
H -5.42449 3.95060 1.55407 0.00 -0.01 0.01
```
Forces are in eV/Å.

Output
highest occupied orbital energy (spin up / spin down) = -9.977 / -9.961 eV
total charge = +1
max |F| = 0.025 Eh/bohr
energy above the lowest of the compared OMol25 structures with the same formula, charge and spin = 2.036 eV
frontier orbital gap (spin up / spin down) = 4.599 / 4.589 eV
calculated total energy = -12455.98342 Eh
LUMO level (spin up / spin down) = -5.4 / -5.4 eV

Here are the Mulliken charges for atoms 1 to 4, given in e: 0.14, 0.10, -0.09, -0.07

***

Below is a structure of composition C20H36As3NO8OsS2, with properties calculated with the ωB97M-V functional and the def2-TZVPD basis.

Structure (XYZ):
```
71
Properties=species:S:1:pos:R:3:forces:R:3
Os -0.05628 0.67844 0.00121 -0.57 -0.36 0.05
C -0.76689 5.40150 2.76580 -0.01 0.02 0.01
C 0.20104 4.32862 2.35700 -0.10 -0.14 0.07
C 1.53694 4.61930 2.21503 0.01 0.04 0.01
C 2.47668 3.62056 1.74450 0.14 -0.05 0.10
C 1.94242 2.28614 1.43659 0.28 -0.13 -0.37
C 0.52724 1.94119 1.68360 -0.21 -0.24 -0.63
C -0.29120 3.03008 2.14440 0.02 0.18 0.26
S 2.93929 0.80452 1.24458 -0.18 0.10 0.18
O 2.79661 0.06476 2.47308 0.02 -0.01 -0.02
O 4.26470 1.16720 0.84132 0.05 0.10 -0.07
N 2.03904 0.20789 0.03944 -0.03 -0.20 -0.14
C 2.17521 -1.25014 -0.01736 -0.06 -0.09 0.06
C 1.18596 -1.89239 0.96946 0.06 0.10 -0.20
O 1.26800 -3.05352 1.31427 0.02 -0.07 -0.02
O 0.21280 -1.08939 1.29762 -0.01 0.18 0.37
H -0.25508 6.26630 3.18462 0.00 0.00 0.00
H -1.48007 5.02807 3.50174 0.00 0.00 -0.01
H -1.33199 5.73551 1.89233 0.01 0.02 0.00
H 1.91488 5.60929 2.42806 -0.01 0.00 0.01
H 3.53818 3.73355 1.92319 -0.01 0.02 0.03
H 0.46547 1.01638 2.27424 0.10 0.21 0.35
H -1.30809 2.81166 2.45011 -0.02 -0.02 -0.10
H 3.18914 -1.60390 0.17399 0.00 0.01 0.08
H 1.91824 -1.58548 -1.02705 -0.04 0.00 0.02
C -2.91252 3.33955 -0.02925 -0.06 0.00 -0.13
As -1.97649 1.98869 -1.06356 0.35 -0.07 0.04
C -1.59050 3.04472 -2.65618 -0.12 0.01 -0.02
C -3.33965 0.96427 -2.06865 -0.11 0.10 0.10
C -4.30601 -0.10096 -1.53354 0.21 -0.03 -0.10
C -5.31442 -0.34823 -2.67223 -0.03 0.00 0.00
C -3.56674 -1.43784 -1.32258 0.06 0.02 0.05
As -1.78091 -1.49256 -0.45323 0.12 0.06 -0.06
C -1.00222 -2.97662 -1.45509 -0.12 0.08 -0.07
C -2.16888 -2.48427 1.17707 -0.06 -0.02 -0.16
C -5.12786 0.40577 -0.34160 -0.05 0.02 0.07
As -4.36380 0.37852 1.48070 0.01 0.00 0.04
C -5.33823 -1.19793 2.13517 0.05 0.04 0.00
C -5.61586 1.69668 2.23018 0.06 -0.02 -0.03
H -3.20202 2.95853 0.94344 -0.04 -0.05 0.07
H -3.78714 3.69480 -0.57512 -0.01 -0.02 0.00
H -2.20615 4.15825 0.10096 0.02 -0.02 -0.01
H -2.54855 3.42809 -3.01014 0.01 -0.01 -0.04
H -1.15008 2.40667 -3.41894 0.06 0.01 0.02
H -0.93486 3.87619 -2.43663 -0.05 -0.05 0.00
H -2.75128 0.51698 -2.87701 0.05 0.02 0.00
H -3.93042 1.75744 -2.53669 -0.02 0.00 0.04
H -4.79999 -0.57969 -3.60711 0.00 0.00 0.00
H -5.93948 0.53270 -2.83374 0.00 0.00 0.00
H -5.96766 -1.18772 -2.42539 0.00 0.00 0.00
H -3.38368 -1.86510 -2.31312 0.03 0.01 0.01
H -4.20166 -2.15773 -0.79753 0.00 0.05 0.02
H -1.74846 -3.76774 -1.53845 0.03 -0.02 0.01
H -0.13565 -3.35433 -0.91418 0.00 0.03 0.02
H -0.71214 -2.64907 -2.45188 0.03 0.00 0.00
H -2.94675 -3.21419 0.94571 -0.01 0.01 0.01
H -2.48957 -1.82433 1.97499 0.03 0.06 0.04
H -1.25261 -2.98552 1.47438 0.03 -0.01 0.02
H -6.06644 -0.15321 -0.28152 0.02 -0.02 0.00
H -5.40842 1.44565 -0.53641 0.00 0.00 -0.01
H -4.98416 -2.09417 1.63224 0.02 -0.04 -0.02
H -6.40754 -1.08289 1.95628 0.01 0.03 -0.01
H -5.16298 -1.31518 3.20426 0.01 0.00 -0.01
H -5.34521 2.70031 1.90656 0.01 0.03 -0.01
H -5.56689 1.65888 3.31782 0.01 -0.01 0.00
H -6.63738 1.48461 1.91336 0.01 -0.03 -0.02
O 0.17430 4.34236 -0.52643 0.06 0.02 0.03
S 1.36568 3.82676 -1.13849 0.01 0.09 -0.03
O 2.33334 4.76097 -1.59252 0.03 0.03 0.01
O 1.23491 2.57506 -1.82468 -0.02 0.02 -0.09
O 2.32741 3.15928 0.29672 -0.08 0.04 0.15
```
Forces are in eV/Å.

Output
highest occupied orbital energy (spin up / spin down) = -7.428 / -8.503 eV
total charge = 0
spin multiplicity = 5
max |F| = 0.014 Eh/bohr
energy above the lowest of the compared OMol25 structures with the same formula, charge and spin = 4.457 eV
<S²> = 6.060
frontier orbital gap (spin up / spin down) = 6.929 / 6.982 eV
calculated total energy = -9034.50429 Eh
LUMO level (spin up / spin down) = -0.5 / -1.5 eV

Here are the Mulliken charges for atoms 1 to 4, given in e: 0.74, -1.71, 1.18, -1.33